120
Properties=species:S:1:pos:R:3:mulliken_spin:R:1 method="wB97M-V/def2-TZVPD" s2=6.052 multiplicity=5 charge=+2 orbital_gap_ev="6.6 / 5.9" e_above_lowest_kcal_mol=3.6
Br -1.2092 0.4133 -0.7643 0.076
H 7.1834 2.0189 1.4537 0.002
C -4.1020 -0.2923 0.9013 -0.002
H 0.2594 1.6340 -2.9767 0.007
C 0.6617 5.0259 -0.8612 -0.005
H -0.5441 -7.7697 1.0164 0.000
H -3.0734 -2.9775 -2.8549 0.000
C 4.0484 1.8206 0.1518 0.029
H -5.9021 0.9608 1.0962 0.000
N 3.2704 1.0016 -0.5939 0.392
C -2.9231 -2.2735 -2.0310 0.006
C 5.4081 1.4910 0.4083 0.185
C 2.5183 3.8766 -2.5773 0.020
C -5.6133 -0.0894 1.1523 -0.001
C -3.7448 -1.7682 1.1408 0.001
C 6.1616 2.2932 1.2292 -0.062
H -3.8620 -1.4082 -4.3268 0.000
C -0.0515 1.0419 4.5182 0.001
H -3.9278 -1.9983 2.1945 0.000
H -3.5996 3.5524 -2.7736 0.000
H -4.4889 0.1730 -3.8930 0.000
O 1.2777 -1.1811 0.5509 0.114
H -5.5281 -2.3934 -2.8901 0.000
C 3.8834 -0.0312 -1.3948 -0.039
C 4.7043 -2.2623 -1.6807 0.000
C 2.1087 -0.1585 4.1006 0.002
H 4.8888 -3.2497 -1.2782 0.001
C -5.6357 2.1038 -1.6739 0.000
H 0.6815 -3.0053 -3.2679 -0.001
H -2.7444 -0.1573 -3.7820 0.001
H 2.5151 3.3271 0.4184 0.047
H -0.4863 0.1635 4.9976 0.001
C 0.7513 -3.3332 -0.3627 0.007
H -2.7516 2.8778 0.1199 0.001
H -2.2735 2.4251 -2.4756 0.001
H -0.8392 1.5727 3.9872 0.000
H -4.4493 2.8672 0.6286 0.000
C 1.3447 -3.7588 -2.8480 0.013
C 2.7257 5.1540 -2.0817 0.003
C 4.1090 -1.3005 -0.8814 0.002
Ru 1.2892 0.7255 -0.7052 2.539
C -3.9292 -1.1175 -2.2061 -0.001
C 4.8706 -0.6809 -3.4852 0.000
C -3.7416 -0.5748 -3.6293 0.000
H 2.7315 -0.5222 3.2859 0.000
C 0.0633 -3.0015 2.1091 0.009
C 1.3867 3.1698 -2.1997 -0.008
C 1.0739 -1.9017 -0.4758 -0.037
H -5.8449 -0.4398 2.1618 0.000
H 2.3844 1.9413 6.8148 0.000
H -3.0576 -2.8237 -1.1041 0.000
C 0.1726 -6.0670 -0.0943 0.002
H -0.0770 2.1761 6.3273 0.000
Si -3.7688 0.2191 -0.8879 -0.010
H 3.8194 -1.5236 0.1378 -0.005
C -3.7826 2.9881 -0.2248 0.001
C 1.8044 5.7297 -1.2151 0.022
C -4.1213 2.0178 -1.3664 0.000
H -0.4953 -3.5811 2.8424 0.001
H -3.5994 1.5758 1.9581 0.000
H -5.8906 3.1444 -1.8932 0.000
C 0.0134 -5.1964 0.9728 0.000
H 0.9348 2.8708 5.0628 0.000
H -0.0730 5.4733 -0.2045 -0.001
C 4.3028 3.8312 1.4723 -0.093
C 4.2843 0.2891 -2.6856 0.016
N 1.2054 1.8048 -2.6464 0.064
H 1.5661 0.3873 6.7383 0.000
H 5.5253 -2.7188 -3.6100 0.000
C 0.2916 -3.8406 0.8704 -0.005
H 3.7065 0.2874 5.4658 0.001
H -3.9091 4.0108 -0.5916 0.000
H 6.2130 4.0763 2.4328 0.004
H 3.9041 4.7624 1.8533 0.000
C 0.4463 3.7439 -1.3536 -0.012
C 3.5215 3.0326 0.6749 0.193
H 1.3675 -4.6174 -3.5168 0.001
H -5.9102 1.5066 -2.5467 0.000
C -5.3715 -1.6654 -2.0899 0.000
C -3.3225 0.5258 1.9486 -0.001
H 5.1853 -0.4302 -4.4896 0.001
O 1.1454 -1.3117 -1.6055 0.158
H 3.6049 5.7080 -2.3831 0.001
N 1.0874 1.4922 1.2673 0.054
C 1.0137 1.0519 2.3436 0.048
H 0.7130 -6.2056 -2.1580 0.000
C -0.1090 -7.5369 0.0466 0.000
H -2.2438 0.4528 1.8016 0.001
H -3.5577 0.1157 2.9356 0.000
C 2.8346 0.7877 5.0432 0.000
C 1.8762 1.2512 6.1420 0.000
H 3.2281 3.4437 -3.2732 0.001
H 2.3391 -3.3133 -2.8172 -0.001
C 0.6415 1.9326 5.5436 0.001
H -1.8896 -1.9283 -2.0771 -0.003
H -3.6213 1.9618 -3.5131 0.000
C 0.6012 -5.5421 -1.3074 0.000
C 5.6143 3.4570 1.7780 0.210
H -0.3441 -5.5835 1.9208 0.000
N 0.9368 0.5498 3.5287 0.021
H -6.2574 1.7832 -0.8372 0.000
H 1.9648 6.7301 -0.8369 0.001
H -0.4838 -2.0846 1.8878 -0.006
H 1.7122 -1.0151 4.6478 0.001
C -3.3537 2.4990 -2.6106 -0.001
H 0.8121 -8.1125 -0.0607 0.000
H 5.8321 0.5948 -0.0212 0.007
C 0.8873 -4.1973 -1.4748 0.011
H -0.4651 3.2113 -1.1073 0.004
H 1.8688 1.5458 -3.3680 0.000
H -6.2384 -0.6534 0.4567 0.000
H 3.1890 1.6521 4.4716 0.000
H -5.5545 -2.1732 -1.1434 0.000
H -0.7915 -7.8772 -0.7331 0.000
H -4.3561 -2.4504 0.5526 0.000
C 5.0722 -1.9599 -2.9862 0.016
H 4.1770 1.3084 -3.0383 -0.006
H -6.1266 -0.8828 -2.2075 0.000
H 1.0122 -2.7006 2.5559 -0.002
H -2.6921 -1.9739 0.9333 0.000